# 1
DFT (wB97M-V/def2-TZVPD) results for a molecular structure, C42H55N5OV at a distorted geometry.

Geometry as XYZ:
```
104
Properties=species:S:1:pos:R:3:lowdin_charge:R:1
H -0.089 -2.085 5.540 0.111
C 4.448 -0.250 -0.935 -0.117
C 2.472 -1.161 3.574 -0.123
C -3.259 0.325 -4.260 -0.184
C -5.778 -1.724 -0.045 -0.073
C -1.589 3.645 -1.281 -0.136
H -0.183 0.419 5.884 0.069
H -3.338 4.347 -0.292 0.116
C -3.411 -0.567 2.283 -0.121
H -0.975 4.400 2.757 0.125
C 0.156 -0.801 -6.117 -0.071
H 3.526 -3.595 4.433 0.080
H -6.818 -1.688 -0.373 0.078
C 6.224 -1.997 -0.531 -0.072
H -1.944 2.622 -1.418 0.102
H 0.339 -0.415 7.353 0.076
C -0.697 0.329 -4.032 -0.124
C 0.266 3.079 0.065 -0.393
C -4.146 -0.845 3.559 -0.185
H 0.477 -0.632 -7.146 0.078
C -1.959 0.244 -3.521 -0.126
C -5.361 -0.398 0.606 -0.180
H -2.302 2.318 0.981 0.093
H -0.646 2.679 2.627 0.116
C 1.214 -1.214 4.092 -0.120
N -1.619 -0.297 0.847 0.029
C -4.381 -2.342 3.795 -0.071
C 3.765 -1.441 4.274 -0.186
C 0.610 -0.193 6.321 -0.078
H 0.343 2.959 -2.069 0.122
C 4.656 0.164 -3.471 -0.179
C -2.202 3.373 1.253 -0.150
C -2.885 -0.063 -1.223 0.055
H 4.231 0.999 -4.033 0.112
H 1.522 0.407 6.329 0.078
H -3.880 -0.007 -1.646 0.112
C -1.067 -0.797 3.162 0.066
H 5.205 -3.051 4.543 0.077
H -1.124 0.932 -6.021 0.107
C 1.592 0.240 -3.036 0.058
H -3.911 -1.707 -3.818 0.074
H -0.663 -1.523 -6.131 0.071
H -3.436 -2.889 3.799 0.076
H -3.132 0.955 -5.142 0.108
H -5.548 0.423 -0.091 0.111
C -2.286 4.232 -0.034 -0.161
H 0.180 4.866 0.817 0.142
H 5.110 -1.935 -3.816 0.070
C -3.777 -1.056 -4.685 -0.069
C 4.251 -2.876 4.045 -0.075
H 5.104 -0.954 -5.285 0.077
H -5.155 -1.953 -0.913 0.066
N 2.150 -0.123 -0.697 0.030
C 0.307 -0.891 3.023 -0.207
H -3.047 3.603 1.903 0.119
H -5.004 -2.765 3.006 0.066
C 5.875 -0.503 -0.556 -0.181
H 6.083 -2.443 -1.516 0.069
H 4.380 -3.081 2.980 0.068
C -3.925 -0.380 1.037 -0.124
C 3.935 0.018 -2.164 -0.117
H -3.070 -1.545 -5.358 0.069
C 2.499 0.079 -2.005 -0.210
H 0.393 4.606 -1.386 0.135
H -1.926 5.251 0.160 0.118
H -5.994 -0.208 1.475 0.108
C -0.288 0.512 -5.460 -0.180
C 4.609 -1.110 -4.325 -0.072
H -1.889 4.206 -2.166 0.123
H 0.519 1.247 -5.524 0.111
H 5.696 0.429 -3.275 0.107
H -3.591 -0.427 4.402 0.106
H -4.009 0.822 -3.641 0.106
C -2.798 -0.226 0.149 -0.228
H 1.596 -2.083 5.990 0.110
H 1.997 0.399 -4.027 0.111
C -1.973 -0.535 2.146 -0.217
H 6.530 0.012 -1.261 0.107
H -1.472 -0.988 4.147 0.111
H 7.262 -2.152 -0.233 0.077
H -5.673 -2.550 0.659 0.069
H 4.529 -0.734 3.942 0.111
C -0.031 3.607 -1.277 -0.050
H 0.985 -1.256 -5.571 0.065
H -4.735 -0.973 -5.201 0.077
C 0.820 -1.480 5.514 -0.185
C -0.907 3.569 2.060 -0.111
H -4.879 -2.514 4.749 0.077
N 0.195 3.898 1.109 0.109
C 2.338 -0.825 2.182 -0.200
H 3.638 -1.264 5.343 0.109
H -5.103 -0.322 3.540 0.109
N 1.007 -0.678 1.853 0.023
V 0.274 0.100 0.117 1.084
H 5.584 -2.537 0.170 0.069
O 0.300 1.845 0.290 -0.067
C 0.211 0.172 -2.929 -0.220
C 3.323 -0.342 -0.029 -0.204
N -0.489 -0.033 -1.759 0.026
C -1.824 0.028 -2.107 -0.225
H 6.081 -0.062 0.422 0.110
C 3.405 -0.655 1.315 0.070
H 3.580 -1.421 -4.519 0.063
H 4.396 -0.800 1.727 0.112
```

Computed properties:
E: -2926.43410 Ha
Charge: +1
HOMO (alpha / beta): -9.26 / -9.19 eV
Molecular weight: 696.9 g/mol
Spin multiplicity: 3
Expectation value of S²: 2.0145
Orbital gap (alpha / beta): 5.71 / 5.65 eV

***

# 2
DFT (wB97M-V/def2-TZVPD) results for 4 unconnected molecules or ions with the total composition C37H47ClO18P at a distorted geometry.

Geometry as XYZ:
```
104
Properties=species:S:1:pos:R:3:lowdin_charge:R:1
C 2.953 5.334 -8.596 -0.229
C 1.826 6.820 -6.880 0.073
H 0.280 -1.453 -4.619 0.084
H -2.906 -5.137 -0.973 0.134
C 5.183 0.612 -3.361 -0.091
C -1.584 -4.681 6.907 -0.307
H -1.852 -5.015 1.765 0.069
H -5.680 5.031 6.234 0.117
H 2.242 -6.610 7.235 0.116
C -1.324 4.081 5.546 -0.225
H 1.587 -1.143 -2.359 0.046
O 2.143 -5.451 5.439 0.102
C -3.363 5.220 6.222 -0.316
Cl -2.363 1.249 -3.790 0.517
O 1.442 -6.589 7.795 0.092
C -0.991 -1.383 0.210 -0.310
O -5.514 4.185 5.775 0.100
H 4.235 0.972 -5.740 0.062
H -3.638 -3.115 -1.690 0.127
O 0.019 3.979 5.455 0.105
O -1.564 2.039 4.419 0.115
C -1.906 5.132 6.132 0.074
C -3.589 3.047 5.071 0.080
H -3.347 -5.844 1.190 0.074
O 3.253 5.114 -9.896 0.095
C 3.602 0.496 -3.575 -0.376
C 0.565 -5.794 7.141 -0.231
O -1.567 -1.445 -2.184 -0.288
O -3.358 -2.024 4.496 -0.168
C -4.170 4.095 5.661 -0.227
H 5.386 0.885 -2.288 0.055
H 3.884 3.579 -7.858 0.138
H 4.464 0.281 -0.426 0.060
H -2.832 -0.833 -0.763 0.143
C 2.748 1.535 -2.745 -0.154
C 0.079 -4.369 5.104 0.078
H -3.383 -4.046 1.776 0.055
C -2.539 -1.294 2.248 -0.137
H 2.884 2.095 -0.627 0.124
C 2.987 4.736 -6.239 -0.301
C -1.143 -4.118 5.595 -0.190
C 2.196 5.963 -5.923 -0.222
H -2.822 -3.317 5.484 0.107
C -1.148 -1.846 1.708 -0.110
H 2.664 -0.008 -5.613 0.072
P 0.161 -1.114 -2.115 0.571
H -4.069 -1.533 4.960 0.111
C -1.601 -0.335 -4.363 -0.756
H -2.685 -0.279 1.746 0.122
C 1.018 -5.210 5.843 -0.321
H 0.412 -3.967 4.157 0.132
H 0.632 2.169 -0.638 0.126
C 0.288 -2.905 -2.864 -0.209
C 2.186 6.575 -8.276 -0.318
H -1.519 -0.929 4.250 0.121
H -1.116 -0.247 0.308 0.127
H 0.966 -4.980 -3.619 0.012
C 3.397 -0.014 -0.637 -0.098
H 5.684 1.275 -4.120 0.066
O -3.932 6.167 6.735 0.106
H 2.255 5.414 -4.140 0.120
C -3.093 -2.957 -0.702 -0.070
H 3.321 2.524 -2.801 0.113
O 1.873 6.170 -4.629 0.107
H 1.255 7.713 -6.664 0.135
H -0.971 -2.941 1.901 0.089
C 2.501 1.185 -1.208 -0.301
C -2.131 2.969 4.961 -0.304
H -0.515 -4.232 0.290 0.075
C -2.433 -4.350 -0.296 -0.372
H 2.946 -0.315 0.366 0.078
O 0.246 -1.692 -0.479 -0.246
O -2.695 -4.416 7.332 0.111
H 2.671 1.749 -5.187 0.046
H -3.913 -2.710 0.047 0.098
H 5.592 -0.444 -3.498 0.084
H 0.187 3.136 4.990 0.121
O -2.288 -1.061 -5.032 0.003
C -2.115 -1.725 -0.876 -0.270
H 2.875 5.872 -10.382 0.115
H -3.432 -1.918 1.968 0.095
C -2.828 -4.837 1.199 -0.052
O 3.321 3.992 -5.338 0.105
H 0.930 0.629 0.242 0.104
H -0.347 -1.289 2.304 0.124
O -2.028 -3.345 4.927 0.032
O 0.064 0.553 -1.756 -0.322
H 0.482 0.319 -4.270 0.064
O 1.880 7.338 -9.176 0.100
C 3.326 4.479 -7.640 0.085
H -4.162 2.227 4.660 0.131
C 3.296 0.802 -5.138 -0.092
C 0.956 1.080 -0.794 -0.251
H -3.124 -0.033 3.948 0.098
H -1.333 5.944 6.558 0.136
H 1.736 1.775 -3.212 0.106
H 3.330 -0.585 -3.427 0.103
C -0.650 -5.543 7.634 0.069
O -1.028 -4.450 -0.507 -0.065
H -0.987 -5.959 8.574 0.132
C -0.105 -0.601 -3.982 -0.212
H 3.395 -0.940 -1.273 0.065
C 0.427 -4.065 -3.259 -0.020
C -2.555 -1.009 3.816 -0.184
```

Computed properties:
E: -3593.74163 Ha
Charge: -1
HOMO: -5.22 eV
Molecular weight: 846.2 g/mol
Spin multiplicity: 1
Orbital gap: 4.78 eV